Entry 1:
Here is a molecular structure, C5H11N2S from the Open Molecules 2025 dataset. Energies are from ωB97M-V with the def2-TZVPD basis set.

The geometry in XYZ format:
```
19
Properties=species:S:1:pos:R:3:mulliken_charge:R:1
C -0.554 0.627 2.072 -0.129
C -0.233 1.723 1.294 -0.651
C -0.629 -0.021 -0.065 0.223
C -1.168 -1.771 1.605 -0.805
C -0.319 0.358 -2.791 -0.800
N -0.216 1.268 -0.099 -0.106
N -0.760 -0.433 1.203 0.074
S -0.544 -0.985 -1.468 -0.013
H -0.548 0.456 3.079 0.485
H -0.112 2.776 1.460 0.424
H 2.459 0.701 -1.285 0.116
H 2.208 -0.016 -0.938 -0.085
H -1.142 -1.776 2.669 0.307
H -0.315 -2.339 1.212 0.340
H -2.060 -1.856 0.987 0.332
H -1.239 0.161 -3.392 0.372
H 0.567 0.156 -3.469 0.322
H -0.370 1.249 -2.279 0.323
H 0.347 1.736 -0.746 0.271
```

Calculated values
* energy above the lowest of the compared OMol25 structures with the same formula, charge and spin: 234.1 kJ/mol
* HOMO: -0.4772 Eh
* max |F|: 5.80 eV/A
* charge: +1

***

Entry 2:
Here is a gas-phase ion, C5H11N2S (charge +1) from the Open Molecules 2025 dataset. Energies are from ωB97M-V with the def2-TZVPD basis set.

The geometry in XYZ format:
```
19
Properties=species:S:1:pos:R:3:mulliken_charge:R:1
C 1.018 2.298 1.078 -0.678
C 0.872 1.029 0.908 -0.094
N 0.624 0.455 -0.407 0.209
C 1.721 -0.481 -0.836 -0.911
C -0.807 0.161 -0.581 0.115
S -1.587 1.101 -1.735 -0.113
C -1.438 -0.986 0.333 -0.665
N -2.493 -2.157 0.168 -0.501
H 1.257 2.861 1.921 0.373
H 0.965 2.768 0.083 0.162
H 0.900 0.359 1.828 0.315
H 0.762 1.182 -1.138 0.423
H 2.743 0.012 -1.089 0.338
H 1.973 -1.147 -0.062 0.389
H 1.365 -0.902 -1.720 0.388
H -1.941 -0.322 1.165 0.301
H -0.656 -1.438 0.787 0.416
H -2.072 -2.993 -0.264 0.263
H -3.209 -1.800 -0.437 0.271
```

Calculated values
* energy above the lowest of the compared OMol25 structures with the same formula, charge and spin: 440.0 kJ/mol
* HOMO: -0.5025 Eh
* max |F|: 4.49 eV/A
* charge: +1

***

Entry 3:
Here is a single C5H11N3 molecule from the Open Molecules 2025 dataset. Energies are from ωB97M-V with the def2-TZVPD basis set.

The geometry in XYZ format:
```
19
Properties=species:S:1:pos:R:3:mulliken_charge:R:1
C 1.715 -0.007 1.301 -0.760
N 1.811 -0.207 -0.175 -0.112
N 1.079 -1.183 -0.847 -0.622
C -0.191 -1.192 -0.664 -0.267
C -1.176 -0.177 -0.097 0.624
C -2.394 -0.726 0.559 -1.511
C -0.970 1.161 -0.059 -0.282
N 0.023 1.976 -0.466 -0.472
H 0.795 -0.464 1.740 0.244
H 1.578 1.053 1.460 0.295
H 2.610 -0.294 1.909 0.296
H 2.717 -0.126 -0.521 0.214
H -0.642 -2.105 -0.998 0.410
H -2.903 0.024 1.112 0.437
H -2.975 -0.940 -0.363 0.349
H -2.192 -1.491 1.333 0.303
H -1.843 1.623 0.428 0.302
H 0.809 1.471 -0.915 0.286
H -0.249 2.789 -1.016 0.266
```

Calculated values
* energy above the lowest of the compared OMol25 structures with the same formula, charge and spin: 268.8 kJ/mol
* HOMO: -0.2768 Eh
* max |F|: 3.32 eV/A

***

Entry 4:
Here is a molecular structure, C5H11N3 from the Open Molecules 2025 dataset. Energies are from ωB97M-V with the def2-TZVPD basis set.

The geometry in XYZ format:
```
19
Properties=species:S:1:pos:R:3:mulliken_charge:R:1
C 0.176 -1.859 -0.882 -1.209
C -0.775 -0.742 -0.555 0.869
C -0.368 -0.197 1.198 -0.360
N -2.030 -0.798 -0.738 -0.756
N 0.585 -0.727 1.831 -0.531
H -2.580 0.040 -0.566 0.188
H 0.417 -0.800 2.836 0.242
H -1.322 0.148 1.623 0.396
H 0.119 -2.076 -1.948 0.367
H -0.132 -2.740 -0.320 0.350
H 1.193 -1.610 -0.593 0.292
C 1.561 1.369 -0.108 -1.198
C 0.069 1.225 -0.176 0.886
N -0.769 2.165 -0.028 -0.770
H -1.748 1.973 -0.220 0.213
H -0.164 0.377 -1.113 0.003
H 1.914 1.906 -0.988 0.364
H 1.803 1.944 0.785 0.349
H 2.052 0.403 -0.039 0.306
```

Calculated values
* energy above the lowest of the compared OMol25 structures with the same formula, charge and spin: 556.0 kJ/mol
* HOMO: -0.2955 Eh
* max |F|: 2.83 eV/A

***

Q: Which of these has the lowest energy above the lowest of the compared OMol25 structures with the same formula, charge and spin?
A: number 1

***

Q: The lowest HOMO belongs to which entry?
A: number 2

***

Repeat the third record exactly.
Here is a single C5H11N3 molecule from the Open Molecules 2025 dataset. Energies are from ωB97M-V with the def2-TZVPD basis set.

The geometry in XYZ format:
```
19
Properties=species:S:1:pos:R:3:mulliken_charge:R:1
C 1.715 -0.007 1.301 -0.760
N 1.811 -0.207 -0.175 -0.112
N 1.079 -1.183 -0.847 -0.622
C -0.191 -1.192 -0.664 -0.267
C -1.176 -0.177 -0.097 0.624
C -2.394 -0.726 0.559 -1.511
C -0.970 1.161 -0.059 -0.282
N 0.023 1.976 -0.466 -0.472
H 0.795 -0.464 1.740 0.244
H 1.578 1.053 1.460 0.295
H 2.610 -0.294 1.909 0.296
H 2.717 -0.126 -0.521 0.214
H -0.642 -2.105 -0.998 0.410
H -2.903 0.024 1.112 0.437
H -2.975 -0.940 -0.363 0.349
H -2.192 -1.491 1.333 0.303
H -1.843 1.623 0.428 0.302
H 0.809 1.471 -0.915 0.286
H -0.249 2.789 -1.016 0.266
```

Calculated values
* energy above the lowest of the compared OMol25 structures with the same formula, charge and spin: 268.8 kJ/mol
* HOMO: -0.2768 Eh
* max |F|: 3.32 eV/A

***

Please write out number 3 again, unchanged.
Here is a single C5H11N3 molecule from the Open Molecules 2025 dataset. Energies are from ωB97M-V with the def2-TZVPD basis set.

The geometry in XYZ format:
```
19
Properties=species:S:1:pos:R:3:mulliken_charge:R:1
C 1.715 -0.007 1.301 -0.760
N 1.811 -0.207 -0.175 -0.112
N 1.079 -1.183 -0.847 -0.622
C -0.191 -1.192 -0.664 -0.267
C -1.176 -0.177 -0.097 0.624
C -2.394 -0.726 0.559 -1.511
C -0.970 1.161 -0.059 -0.282
N 0.023 1.976 -0.466 -0.472
H 0.795 -0.464 1.740 0.244
H 1.578 1.053 1.460 0.295
H 2.610 -0.294 1.909 0.296
H 2.717 -0.126 -0.521 0.214
H -0.642 -2.105 -0.998 0.410
H -2.903 0.024 1.112 0.437
H -2.975 -0.940 -0.363 0.349
H -2.192 -1.491 1.333 0.303
H -1.843 1.623 0.428 0.302
H 0.809 1.471 -0.915 0.286
H -0.249 2.789 -1.016 0.266
```

Calculated values
* energy above the lowest of the compared OMol25 structures with the same formula, charge and spin: 268.8 kJ/mol
* HOMO: -0.2768 Eh
* max |F|: 3.32 eV/A